C29H30F4N4PSZr | ωB97M-V/def2-TZVPD

The relative energy (zero: lowest compared OMol25 entry of this formula, charge and spin) is 0.4273 eV. As for the LUMO energy: -3.369 eV. Its charge is +1. As for the molar mass: 664.8 g mol⁻¹. The value obtained for the HOMO energy is -10.389 eV.

Each line ends with the natural charge from an NBO analysis.
Geometry (Å):
Zr -0.45 0.73 -0.15  1.833
C -3.97 -0.85 -2.62  -0.639
C -2.89 -0.61 -1.58  -0.230
N -1.80 0.32 -1.99  -0.539
C -1.08 -0.19 -3.20  -0.229
C -0.51 -1.57 -2.99  -0.615
C -2.31 1.70 -2.27  -0.238
C -3.00 2.29 -1.05  -0.232
N -2.13 2.05 0.09  -0.824
C -2.47 2.49 1.36  0.064
C -1.49 2.38 2.33  0.279
F -0.29 1.84 1.89  -0.320
C -1.64 2.70 3.66  0.360
F -0.61 2.51 4.49  -0.289
C -2.84 3.21 4.10  -0.359
C -3.85 3.36 3.16  0.365
F -5.03 3.84 3.53  -0.287
C -3.68 3.01 1.83  0.305
F -4.73 3.16 0.99  -0.308
H -4.72 -1.52 -2.20  0.240
H -3.58 -1.32 -3.53  0.217
H -4.48 0.07 -2.91  0.219
H -2.43 -1.56 -1.30  0.218
H -3.35 -0.20 -0.68  0.219
H -0.28 0.53 -3.39  0.238
H -1.76 -0.17 -4.05  0.205
H 0.09 -1.65 -2.07  0.210
H 0.16 -1.81 -3.82  0.247
H -1.28 -2.35 -2.95  0.218
H -2.99 1.70 -3.12  0.218
H -1.43 2.30 -2.53  0.247
H -3.99 1.84 -0.93  0.198
H -3.16 3.35 -1.22  0.226
H -3.00 3.49 5.13  0.265
N 1.54 -1.92 0.82  -0.867
P 1.90 -0.35 -0.04  0.983
C 2.98 -1.08 -1.31  -0.397
C 2.80 -0.82 -2.66  -0.182
C 3.63 -1.42 -3.60  -0.197
C 4.65 -2.26 -3.19  -0.181
C 4.85 -2.50 -1.84  -0.221
C 4.02 -1.91 -0.90  -0.140
C 3.01 0.43 1.17  -0.402
C 2.68 0.40 2.52  -0.147
C 3.47 1.05 3.45  -0.209
C 4.60 1.73 3.04  -0.185
C 4.94 1.77 1.69  -0.199
C 4.15 1.13 0.75  -0.178
C 0.28 -2.13 1.24  0.459
C -0.10 -3.37 1.82  -0.287
C -1.37 -3.55 2.28  -0.098
C -2.30 -2.50 2.21  -0.289
C -1.89 -1.33 1.65  0.060
N -0.65 -1.13 1.11  -0.700
H 2.19 -2.67 0.96  0.414
H 2.03 -0.13 -2.98  0.228
H 3.49 -1.21 -4.65  0.224
H 5.30 -2.72 -3.92  0.228
H 5.66 -3.14 -1.51  0.227
H 4.22 -2.07 0.16  0.205
H 1.80 -0.14 2.84  0.202
H 3.21 1.02 4.50  0.223
H 5.22 2.24 3.76  0.226
H 5.82 2.31 1.37  0.227
H 4.40 1.17 -0.30  0.231
H 0.64 -4.16 1.90  0.234
H -1.64 -4.50 2.72  0.238
H -3.30 -2.60 2.61  0.243
H -2.57 -0.49 1.60  0.213
S 1.31 1.79 -1.26  -0.664

=====

C13H17P | ωB97M-V/def2-TZVPD

The relative energy (zero: lowest compared OMol25 entry of this formula, charge and spin) is 0.0969 eV. As for the LUMO energy: 0.910 eV. As for the molar mass: 204.3 g mol⁻¹. The value obtained for the HOMO energy is -8.319 eV. Its SMILES is C[C@@H]1CP2Cc3ccccc3[C@@]1(C)C2.

Each line ends with the natural charge from an NBO analysis.
Geometry (Å):
C 0.86 1.97 -1.48  -0.599
C 1.54 0.91 -0.68  -0.209
C 1.80 -0.46 -1.41  -0.677
P 1.91 -1.78 -0.03  0.787
C 0.26 -2.49 0.19  -0.740
C -0.85 -1.41 0.25  -0.029
C -2.09 -1.90 -0.02  -0.199
C -3.14 -1.12 -0.23  -0.217
C -3.05 0.30 -0.22  -0.228
C -1.79 0.85 0.12  -0.153
C -0.68 -0.02 0.19  -0.047
C 0.77 0.54 0.58  -0.020
C 0.52 1.67 1.62  -0.608
C 1.68 -0.50 1.23  -0.737
H -0.04 1.60 -1.91  0.208
H 1.41 2.29 -2.25  0.208
H 0.71 2.71 -0.82  0.203
H 2.54 1.21 -0.38  0.191
H 1.09 -0.55 -2.15  0.221
H 2.82 -0.47 -1.78  0.225
H 0.33 -2.94 1.20  0.239
H 0.11 -3.23 -0.58  0.242
H -2.27 -2.97 -0.12  0.202
H -4.05 -1.70 -0.36  0.211
H -3.96 0.86 -0.35  0.216
H -1.68 1.98 0.31  0.209
H 1.49 2.07 1.79  0.203
H 0.22 1.12 2.45  0.213
H -0.24 2.39 1.35  0.206
H 2.59 0.16 1.36  0.238
H 1.21 -1.06 2.16  0.240

=====

C19H21NO3 | ωB97M-V/def2-TZVPD

The relative energy (zero: lowest compared OMol25 entry of this formula, charge and spin) is 5.7687 eV. As for the LUMO energy: -0.141 eV. As for the molar mass: 311.4 g mol⁻¹. The value obtained for the HOMO energy is -8.369 eV. Its SMILES is COc1cc(/C=N/C[C@@H]2OCCc3ccccc32)cc(OC)c1.

Each line ends with the natural charge from an NBO analysis.
Geometry (Å):
C 0.20 4.35 0.99  -0.249
O 1.36 3.78 0.59  -0.502
C 1.44 2.40 0.70  0.372
C 0.52 1.56 1.34  -0.314
C 0.81 0.16 1.49  -0.082
C -0.35 -0.78 1.67  0.081
N -0.22 -2.20 1.76  -0.422
C -1.53 -2.90 1.61  -0.275
C -2.17 -2.71 0.16  0.062
O -1.41 -3.59 -0.67  -0.527
C -0.18 -2.94 -1.19  -0.075
C -0.41 -1.59 -1.92  -0.454
C -1.56 -0.79 -1.34  -0.019
C -1.73 0.55 -1.73  -0.190
C -2.68 1.34 -1.13  -0.221
C -3.43 0.80 -0.08  -0.208
C -3.24 -0.50 0.35  -0.249
C -2.27 -1.26 -0.26  0.027
C 2.07 -0.32 0.99  -0.225
C 3.07 0.57 0.52  0.314
O 4.24 -0.13 0.05  -0.534
C 4.77 0.13 -1.30  -0.261
C 2.75 1.95 0.43  -0.322
H -0.67 4.05 0.41  0.164
H 0.19 5.40 0.90  0.196
H -0.09 4.16 2.03  0.168
H -0.53 1.93 1.58  0.233
H -1.35 -0.41 1.94  0.184
H -2.32 -2.53 2.26  0.179
H -1.23 -3.93 1.73  0.224
H -3.18 -3.14 0.07  0.204
H 0.66 -2.93 -0.51  0.196
H 0.15 -3.63 -2.00  0.187
H 0.52 -1.00 -1.95  0.224
H -0.57 -1.82 -2.90  0.214
H -1.07 1.01 -2.42  0.210
H -2.88 2.40 -1.40  0.216
H -4.28 1.42 0.33  0.212
H -4.02 -0.91 0.95  0.217
H 2.29 -1.33 0.86  0.237
H 5.43 -0.74 -1.62  0.203
H 5.45 0.98 -1.24  0.178
H 4.00 0.36 -2.16  0.185
H 3.47 2.76 0.09  0.239

=====

C5H4O | ωB97M-V/def2-TZVPD

The relative energy (zero: lowest compared OMol25 entry of this formula, charge and spin) is 4.0371 eV. As for the LUMO energy: 0.281 eV. As for the molar mass: 80.1 g mol⁻¹. The value obtained for the HOMO energy is -9.040 eV. Its SMILES is C#CC=C=CO.

Each line ends with the natural charge from an NBO analysis.
Geometry (Å):
C 0.57 1.73 2.27  -0.208
C 0.05 1.02 1.44  -0.041
C -0.27 0.34 0.23  -0.323
C -0.99 -0.73 -0.11  -0.228
C -0.66 -1.01 -1.39  0.320
O 0.34 -1.80 -1.72  -0.619
H 1.04 2.35 2.99  0.233
H 0.31 0.79 -0.58  0.178
H -1.08 -0.48 -2.25  0.189
H 0.66 -2.20 -0.89  0.499